Formula: C3H3NO3S
Source: the Open Molecules 2025 dataset
Level of theory: ωB97M-V/def2-TZVPD

```
! wB97M-V def2-TZVPD RIJCOSX def2/J DEFGRID3
* xyz 0 1
O -1.87 -1.98 -0.11
C -1.23 -0.95 -0.01
N -1.14 0.16 -0.86
O -0.51 1.21 -0.15
C 0.37 0.46 0.68
C 1.67 0.26 -0.11
S 2.39 -1.14 -0.26
O -0.30 -0.73 0.96
H -2.01 0.53 -1.20
H 0.55 1.02 1.60
H 2.07 1.18 -0.55
*
```

LUMO energy	-0.73	eV
SMILES	O=C1NO[C@H](C=S)O1
largest force on an atom	0.051	hartree/bohr
energy relative to the best compared isomer or geometry (same formula, charge and spin)	67.3	kcal/mol